1.
18
Properties=species:S:1:pos:R:3:forces:R:3:nbo_charge:R:1 method="wB97M-V/def2-TZVPD" molar_mass_g_mol=92.14 smiles=CC[C@@H](C)O.O e_homo_ev=-10.2
C 1.73691 -0.94017 2.77739 0.65 -0.83 -0.60 -0.613
C 1.11038 -1.14359 1.41166 -0.65 2.00 -0.82 -0.401
C 1.10690 0.17753 0.58281 -0.47 -1.70 0.04 0.113
C 0.22530 0.07586 -0.66357 0.08 1.83 0.00 -0.642
O 0.65247 1.23119 1.40020 -0.13 0.20 0.31 -0.726
H 2.77226 -0.62750 2.67387 0.18 0.33 -0.08 0.200
H 1.20473 -0.19571 3.35034 -0.17 -0.05 0.23 0.227
H 1.81507 -1.90587 3.26923 -0.33 0.01 0.47 0.207
H 0.05015 -1.37723 1.49156 -0.05 -0.57 0.18 0.195
H 1.61487 -1.83085 0.73475 0.03 -0.49 0.42 0.201
H 2.12459 0.32486 0.28067 0.85 0.48 -0.23 0.143
H 0.41186 1.03796 -1.17403 -0.17 -0.23 -0.21 0.194
H -0.81776 0.14497 -0.35549 -0.12 -0.48 -0.04 0.211
H 0.39210 -0.67840 -1.42597 0.19 -0.43 0.41 0.223
H 0.38872 1.98619 0.86457 0.10 -0.09 -0.08 0.469
O -5.15938 0.95186 -5.25875 0.33 0.53 0.34 -0.928
H -5.42996 1.73173 -4.75396 -0.30 -0.22 -0.14 0.464
H -4.19919 1.03719 -5.20527 -0.03 -0.31 -0.20 0.464



2.
19
Properties=species:S:1:pos:R:3:forces:R:3:nbo_charge:R:1 method="wB97M-V/def2-TZVPD" molar_mass_g_mol=164.23 e_homo_ev=-8.6
C -0.63739 2.54793 0.86150 1.26 3.73 0.44 -0.155
C -1.92749 2.30682 0.24436 -0.21 -0.36 0.55 -0.221
C 0.41191 1.75360 0.63477 1.97 2.93 2.22 -0.228
C -2.13784 1.12026 -0.34164 0.55 -0.76 0.47 -0.181
C 0.25204 0.47777 0.16625 1.01 -1.85 -1.36 0.178
C -1.08933 0.07253 -0.35789 0.66 -1.00 -0.25 0.055
C 0.92712 -1.55087 -0.48481 -1.44 0.36 -0.53 0.224
C 1.10591 -2.77920 0.43511 -1.07 1.36 -1.17 -0.672
N 1.25749 -0.32804 0.05466 -1.62 -0.12 0.71 -0.424
N -1.16387 -1.11464 -0.81777 2.04 0.14 0.41 -0.338
S 1.46877 -1.50098 -2.20869 -1.17 -0.62 -0.50 0.018
H -0.34813 3.61264 1.36984 -1.22 -2.67 -1.31 0.224
H -2.70095 3.06766 0.31517 0.10 -0.21 -0.08 0.227
H 1.44604 2.08379 0.92468 -1.21 -0.45 -0.16 0.231
H -3.06326 0.78443 -0.72457 -0.94 0.11 -0.53 0.226
H 1.98324 -2.55108 1.01180 0.28 -0.05 0.58 0.233
H 1.28272 -3.69466 -0.13498 -0.48 0.15 0.19 0.237
H 0.16969 -2.73512 1.03148 0.81 -0.69 -0.04 0.248
H 2.76331 -1.57282 -1.97927 0.69 0.01 0.36 0.118



no.,energy (hartree)
1,-310.06145
2,-817.21097